C41H39ClILaN9O6PS2 as an isolated structure. Source: the OMol25 dataset; level of theory: wB97M-V/def2-TZVPD.

M = 1150.19 g mol⁻¹

XYZ file:
```
101
C41H39ClILaN9O6PS2 (wB97M-V/def2-TZVPD)
La -0.324 -0.152 0.440
C 2.956 1.958 -4.002
N 2.159 2.014 -2.784
C 2.354 2.890 -1.747
C 1.398 2.602 -0.825
N 0.619 1.568 -1.278
C 1.097 1.228 -2.463
P 0.294 0.121 -3.685
C 0.356 -1.589 -3.056
N -0.670 -2.218 -2.522
C -0.277 -3.527 -2.395
C 1.008 -3.671 -2.833
N 1.402 -2.433 -3.270
C 2.756 -2.037 -3.617
C -1.427 0.451 -3.197
N -1.990 0.220 -2.025
C -3.319 0.472 -2.200
C -3.568 0.856 -3.486
N -2.357 0.836 -4.120
C -2.120 1.204 -5.510
H 3.790 2.646 -3.897
H 2.365 2.243 -4.869
H 3.353 0.957 -4.149
H 3.156 3.610 -1.746
H 1.213 3.062 0.130
H -0.936 -4.281 -1.991
H 1.673 -4.520 -2.837
H 3.276 -2.883 -4.059
H 3.293 -1.688 -2.735
H 2.718 -1.235 -4.355
H -4.037 0.340 -1.408
H -4.480 1.124 -3.995
H -3.078 1.403 -5.980
H -1.626 0.397 -6.043
H -1.505 2.099 -5.576
Cl -4.296 -6.577 0.430
C -3.042 -5.362 0.538
C -1.739 -5.751 0.642
C -0.714 -4.800 0.756
I 1.268 -5.438 0.826
C -0.949 -3.421 0.768
O -0.037 -2.534 0.896
C -2.339 -3.033 0.628
N -2.587 -1.694 0.627
C -3.829 -1.285 0.598
C -4.925 -2.152 0.486
C -4.699 -3.496 0.431
C -3.379 -3.988 0.529
H -1.496 -6.805 0.638
H -3.986 -0.218 0.703
H -5.929 -1.751 0.445
H -5.518 -4.197 0.334
O 1.704 -1.355 -0.751
S 2.846 -0.858 0.021
O 3.997 -0.541 -0.798
N 2.215 0.328 0.836
C 2.951 1.056 1.765
C 4.309 0.964 1.991
C 4.947 1.756 2.969
C 4.251 2.648 3.727
C 2.856 2.779 3.526
C 2.062 3.658 4.297
C 0.719 3.716 4.085
C 0.163 2.909 3.073
N 0.858 2.098 2.319
C 2.202 2.001 2.544
C 3.388 -2.079 1.172
C 2.729 -2.239 2.386
C 3.199 -3.194 3.274
C 4.299 -3.976 2.946
C 4.945 -3.806 1.727
C 4.493 -2.847 0.835
H 4.899 0.275 1.404
H 6.015 1.641 3.116
H 4.741 3.251 4.483
H 2.536 4.268 5.057
H 0.079 4.364 4.672
H -0.903 2.929 2.887
H 1.861 -1.640 2.635
H 2.696 -3.329 4.223
H 4.652 -4.729 3.642
H 5.806 -4.415 1.475
H 4.992 -2.683 -0.113
O -2.051 0.504 2.488
C -1.163 0.104 3.281
O -0.099 -0.453 2.917
H -1.323 0.253 4.361
O -1.829 2.139 0.220
S -3.163 2.376 0.906
C -4.271 3.135 -0.350
C -4.388 4.631 -0.075
C -4.247 4.782 1.436
C -3.025 3.955 1.800
H -5.233 2.625 -0.250
H -3.835 2.891 -1.316
H -5.329 5.038 -0.447
H -3.574 5.164 -0.572
H -5.133 4.382 1.939
H -4.132 5.820 1.747
H -2.939 3.744 2.865
H -2.096 4.395 1.428
```

---

One molecule with the formula C5H6O2 at a distorted geometry. Source: the OMol25 dataset; level of theory: wB97M-V/def2-TZVPD.

M = 98.10 g mol⁻¹
SMILES string = C=C(C=O)CC=O
Relative energy (zero: lowest compared OMol25 entry of this formula, charge and spin) = 298.2 kJ/mol

XYZ file:
```
13
C5H6O2 (wB97M-V/def2-TZVPD)
O 1.882 -1.171 -0.362
C 0.954 -0.694 -0.966
C -0.320 0.265 0.370
C -0.091 -0.031 1.667
C -0.550 -0.905 -0.519
C -0.297 1.572 -0.328
O -0.725 1.688 -1.463
H 1.098 0.016 -1.795
H -0.790 -0.734 2.098
H 0.768 0.219 2.275
H -1.374 -0.807 -1.235
H -0.541 -1.870 -0.005
H -0.023 2.454 0.271
```

---

In Eh, the E values for the records above are, in order, -4457.4887; -344.4883.
In eV, the frontier orbital gap values for the records above are, in order, 6.782; 8.405.
In eV, the HOMO energy values for the records above are, in order, -6.63; -9.32.